# 1
Entry from OMol25: C26H20CrN12O3PS as an isolated structure (ωB97M-V with the def2-TZVPD basis set).

The geometry in ORCA input format:
```
! RIJCOSX wB97M-V def2-TZVPD def2/J DEFGRID3
* xyz -1 5
Cr 0.263 -0.943 -1.193
O 1.457 -1.997 2.551
C 1.596 -1.885 1.336
O 0.751 -1.219 0.621
C 2.784 -2.500 0.650
C 3.880 -2.767 1.472
C 5.045 -3.321 0.978
C 5.120 -3.629 -0.374
C 4.043 -3.379 -1.202
C 2.854 -2.813 -0.719
S 1.570 -2.655 -1.921
H 3.781 -2.518 2.520
H 5.886 -3.505 1.635
H 6.023 -4.060 -0.790
H 4.104 -3.613 -2.258
N 0.882 1.592 -3.478
C 1.693 1.514 -2.373
N 2.665 2.370 -2.123
N 3.163 1.972 -0.934
N 2.556 0.923 -0.511
N 1.587 0.603 -1.403
C -0.093 0.682 -3.798
N -0.842 0.768 -4.882
N -1.679 -0.285 -4.792
N -1.439 -0.975 -3.735
N -0.427 -0.377 -3.056
H 1.115 2.281 -4.171
N -1.748 0.120 1.790
P -1.274 0.730 0.227
C -2.764 1.525 -0.424
C -3.410 2.580 0.219
C -4.521 3.169 -0.361
C -4.983 2.715 -1.591
C -4.344 1.668 -2.236
C -3.237 1.066 -1.650
C -0.254 2.113 0.822
C -0.166 3.279 0.062
C 0.768 4.251 0.380
C 1.622 4.074 1.459
C 1.552 2.910 2.207
C 0.633 1.924 1.881
C -1.718 -1.175 2.180
C -1.582 -1.580 3.514
C -1.426 -2.910 3.796
C -1.400 -3.860 2.766
C -1.585 -3.432 1.486
N -1.809 -2.127 1.240
H -1.598 0.767 2.551
H -3.029 2.950 1.165
H -5.020 3.991 0.138
H -5.844 3.187 -2.049
H -4.692 1.315 -3.198
H -2.748 0.240 -2.153
H -0.815 3.421 -0.794
H 0.846 5.138 -0.236
H 2.365 4.826 1.691
H 2.247 2.740 3.020
H 0.666 0.979 2.414
H -1.521 -0.827 4.288
H -1.276 -3.225 4.819
H -1.216 -4.903 2.972
H -1.568 -4.046 0.597
O -1.369 -2.223 -0.947
N -2.119 -1.636 -0.092
*
```

Computed properties:
Lowest unoccupied orbital energy (spin up / spin down) (eV): 2.09 / 1.59
Strongest force on any atom (eV Å⁻¹): 0.6
HOMO level (spin up / spin down) (eV): -4.76 / -4.85

---

# 2
Entry from OMol25: one molecule with the formula C26H20F3NO6 at a distorted geometry (ωB97M-V with the def2-TZVPD basis set).

The geometry in ORCA input format:
```
! RIJCOSX wB97M-V def2-TZVPD def2/J DEFGRID3
* xyz 0 1
C 1.607 -0.974 -2.388
C 0.342 -0.463 -3.017
C 0.570 -0.330 -4.511
O -0.693 -1.384 -2.681
C -1.073 -1.342 -1.342
O -1.627 -2.332 -0.941
C -1.059 0.091 -0.574
C -2.444 0.027 0.277
C -2.438 -1.104 1.274
C -1.662 -1.097 2.449
C -1.248 -2.304 3.007
C -1.855 -3.503 2.596
N -1.341 -4.750 3.025
O -1.838 -5.796 2.551
O -0.401 -4.773 3.849
C -2.881 -3.468 1.629
C -3.219 -2.262 1.042
C -1.317 0.866 -1.865
O -2.319 1.444 -2.194
O -0.145 0.847 -2.618
H 1.522 -1.080 -1.302
H 1.766 -1.987 -2.783
H 2.465 -0.356 -2.667
H -0.303 0.124 -4.987
H 1.417 0.356 -4.641
H 0.821 -1.284 -4.987
H -2.613 1.001 0.777
H -3.230 -0.096 -0.489
H -1.389 -0.155 2.927
H -0.436 -2.356 3.727
H -3.331 -4.401 1.297
H -4.043 -2.230 0.320
F 4.805 -0.164 0.182
C 3.623 -0.065 0.885
C 3.606 -0.423 2.225
C 2.406 -0.229 2.904
F 2.335 -0.456 4.259
C 1.268 0.221 2.254
C 1.250 0.367 0.861
C -0.075 0.847 0.217
C 0.125 2.320 -0.228
C -0.597 3.312 0.450
C -0.430 4.666 0.140
C 0.480 5.058 -0.849
C 1.173 4.065 -1.525
F 2.073 4.419 -2.507
C 1.041 2.707 -1.209
C 2.491 0.397 0.207
H 4.504 -0.740 2.751
H 0.397 0.489 2.848
H -0.658 0.973 1.127
H -1.334 3.005 1.200
H -1.000 5.419 0.697
H 0.649 6.107 -1.097
H 1.666 2.018 -1.742
H 2.598 0.758 -0.811
*
```

Computed properties:
Lowest unoccupied orbital energy (eV): -0.80
Strongest force on any atom (eV Å⁻¹): 4.7
Structure (SMILES): CC1(C)OC(=O)C(Cc2ccc([N+](=O)[O-])cc2)([C@H](c2cccc(F)c2)c2cc(F)cc(F)c2)C(=O)O1
HOMO level (eV): -9.50